# 1
A cluster of 24 separate species, C9H64NO24 in total. Source: the OMol25 dataset; level of theory: ωB97M-V with the def2-TZVPD basis set.

Each line ends with the Mulliken charge.
Cartesian coordinates (Å):
H (-1.79868, 2.39539, -0.85575)  0.254
O (-0.79985, 1.60589, 5.18486)  -0.631
H (-0.70274, -1.23165, -6.13580)  0.304
H (2.68615, 1.36114, -2.98044)  0.209
H (2.00845, -2.70770, -0.96911)  0.127
H (-1.63665, -1.92227, 4.34992)  0.522
H (3.30879, -3.98874, 1.15861)  0.279
C (0.41117, 0.35749, 0.80129)  2.718
H (-2.60456, -0.15139, 4.35360)  0.261
H (-3.60762, -3.93778, 2.05635)  0.208
O (-1.97785, 3.93358, 4.10312)  -0.631
H (0.04170, -3.90883, 2.88327)  0.299
C (-0.64514, -0.21299, -3.03686)  -0.525
O (4.12844, -1.59874, 3.78518)  -0.614
H (-0.13176, -1.93634, 4.18559)  0.239
H (-1.96715, 2.06376, -2.59227)  0.571
H (1.65626, 2.73164, -0.70667)  0.178
C (-0.78422, 0.50292, -1.57857)  1.847
O (-0.86647, -2.47622, 4.47709)  -0.686
H (2.55072, -0.09743, 1.10019)  -0.218
H (0.05831, 5.44270, -0.53913)  0.301
C (-1.30293, 1.97820, -1.73227)  -1.922
H (-0.27581, -3.48157, -1.29001)  0.457
O (-0.23048, -4.24787, 2.03050)  -0.638
H (-0.02957, 0.41311, -3.68274)  -0.030
H (-3.37237, -1.50218, -4.17293)  0.309
H (-0.26154, -1.22977, -2.95252)  -0.136
H (-0.92116, 1.40355, 6.11252)  0.280
H (1.03520, 2.27990, 1.60795)  -0.197
H (-3.06357, -2.54197, 2.27454)  0.272
H (0.73518, -1.51297, -6.51678)  0.310
H (-1.64464, 3.06948, 4.34502)  0.348
H (-3.00558, -0.70040, 1.07428)  0.571
H (-1.60257, -0.36010, -3.53664)  -0.291
H (1.40054, 1.32584, -6.04465)  0.317
H (-2.88286, 0.05161, -1.26951)  0.450
O (1.52107, 3.67435, -0.80288)  -0.706
O (3.36275, 1.71881, -3.55534)  -0.700
H (-0.22030, 5.53721, -2.02417)  0.316
H (-0.90692, -0.51831, 2.40388)  -0.283
H (1.01959, 2.14302, -4.82852)  0.297
H (-3.86878, -3.10079, -0.68843)  0.312
C (1.56934, -0.44488, 1.42309)  -1.295
H (4.23016, -0.64906, 3.84846)  0.318
H (-1.89572, -1.41146, -1.09385)  0.108
H (-0.40724, 1.62570, 2.39495)  -0.402
H (4.63118, -1.84269, 3.00802)  0.297
O (-0.61385, 5.70536, -1.16798)  -0.614
O (-2.92894, -3.33412, 1.75436)  -0.531
O (3.34821, -3.29155, 0.50394)  -0.564
O (-0.07213, -1.94459, -6.23716)  -0.670
H (-0.49465, 2.46033, 0.86105)  0.066
O (1.01782, 4.99993, 1.69793)  -0.559
O (1.42998, -3.11207, -4.16952)  -0.697
H (-4.59790, -1.48392, -3.28433)  0.308
H (4.00640, -2.68339, 0.84034)  0.226
H (1.68672, 5.59912, 2.02923)  0.241
H (-3.94581, 0.49177, -4.74286)  0.394
O (1.24207, -2.46897, -1.49056)  -0.841
O (0.75669, 1.96076, -5.73068)  -0.654
H (0.83601, -2.43586, -4.49537)  0.380
O (4.09628, 2.08752, 2.01244)  -0.730
C (-2.17599, -0.15246, 0.62746)  -1.077
H (1.80658, -1.02071, 4.46241)  0.159
C (0.09816, 1.74990, 1.43721)  -0.592
H (3.31733, 2.66524, -3.41955)  0.313
H (-0.52584, -1.52359, 1.03186)  0.302
H (-1.07780, -3.83372, 1.86691)  0.374
H (4.10649, 2.77540, 2.67798)  0.267
O (1.65126, 0.67811, -1.34783)  -0.284
H (-0.51460, 2.69901, -1.94916)  0.364
H (-0.18322, 0.94335, 4.87335)  0.333
C (-0.81838, -0.51317, 1.31749)  -0.819
H (1.56887, -0.32845, 2.50686)  -0.176
H (-2.80415, -3.95022, -1.34943)  0.376
H (3.72787, 0.49308, -0.48408)  0.211
O (-0.95220, -4.15009, -1.39870)  -0.648
O (4.65066, 0.50654, -0.23007)  -0.708
H (1.13854, -1.52809, -1.34817)  0.238
H (-1.26469, 4.33556, 3.60708)  0.294
N (0.40926, 0.31909, -0.70547)  1.663
O (-4.16913, -1.00336, -3.99246)  -0.695
H (1.38606, 3.98986, 0.09068)  0.427
H (1.55903, -1.51399, 1.21094)  0.477
H (3.17539, 2.00781, 1.76380)  0.413
H (1.50621, -2.93319, -3.23228)  0.511
C (-1.94546, -0.34408, -0.87859)  -1.254
H (0.19523, 5.47882, 1.79924)  0.276
H (-2.37980, 0.90310, 0.80732)  0.328
O (-3.67236, 1.39966, -4.87398)  -0.652
H (1.54716, 0.00021, 5.54975)  0.274
H (4.70642, 1.19233, 0.43537)  0.350
H (-0.47810, -4.92391, -1.70311)  0.228
O (-2.97242, -1.03503, 4.36261)  -0.636
H (-2.77089, 1.33562, -5.18940)  0.275
O (1.11211, -0.48920, 4.85158)  -0.691
H (-3.91859, -0.90056, 4.41640)  0.304
O (-3.74616, -3.78036, -1.35128)  -0.656

Force components x, y, z for each atom (eV/Å):
-0.2 -0.4 0.1
-0.4 0.2 0.1
-0.2 0.3 0.0
-0.6 -0.5 0.9
0.4 -0.2 0.4
-0.3 -0.2 0.0
-0.3 -0.3 0.1
-3.1 -0.7 -0.5
0.3 0.5 0.0
-0.1 -0.3 0.0
-0.4 0.5 -0.1
-0.2 0.1 0.3
0.4 0.9 1.5
-0.3 -0.2 0.4
0.1 0.1 0.1
-0.4 -0.2 0.1
0.1 -1.3 -0.6
-1.2 -1.1 1.2
0.7 -0.8 0.1
0.0 0.1 -0.2
0.3 -0.3 -0.1
0.7 -0.2 -0.6
0.7 0.6 0.1
0.8 -0.4 -0.2
0.2 -0.3 0.0
0.3 -0.3 0.1
0.4 0.2 0.2
-0.1 0.0 0.3
0.2 0.2 0.3
0.1 0.4 0.3
0.3 0.1 -0.1
0.3 -0.4 0.2
-0.1 -0.3 -0.4
-0.4 0.5 0.4
0.3 -0.1 0.1
-0.1 -0.3 -0.8
0.2 0.9 -0.2
0.3 0.2 -0.8
0.2 -0.2 -0.1
0.3 0.3 0.2
0.3 0.0 0.4
0.1 0.1 0.3
0.9 1.1 -0.3
0.1 0.4 -0.2
0.3 0.0 -0.2
0.2 0.0 0.2
0.1 0.0 -0.2
-0.5 0.6 0.2
-0.1 0.1 -0.3
0.0 -0.1 -0.1
-0.2 -0.2 -0.1
-0.1 -0.5 -0.4
0.0 -0.1 0.1
0.3 -0.4 -0.6
-0.1 -0.2 0.3
0.2 0.4 -0.2
0.3 0.2 0.0
-0.3 -0.3 0.4
-0.1 -0.9 -0.1
-0.5 0.1 -0.4
-0.3 0.0 -0.3
0.3 0.0 0.4
2.6 0.4 0.4
0.5 -0.3 -0.3
1.4 0.1 0.0
0.0 0.2 0.2
-0.4 -0.3 0.0
-0.5 0.1 -0.1
0.1 0.2 0.1
-0.3 0.7 1.0
0.4 -0.3 0.1
0.4 -0.5 -0.5
-0.5 -0.2 -1.5
-0.3 0.1 0.0
0.9 -0.1 0.0
-0.9 0.0 -0.6
-0.9 -0.5 0.0
0.7 -0.4 0.1
-0.2 1.4 0.2
0.1 0.0 -0.1
0.8 -1.3 -0.6
-0.2 -0.4 -0.1
0.0 0.1 0.3
-0.4 0.1 -0.2
-0.5 -0.1 -0.2
0.1 0.2 0.6
-1.0 0.9 0.1
-0.4 0.1 0.0
-0.1 0.2 0.1
0.1 0.9 -0.4
0.2 0.0 0.3
0.1 0.2 0.1
0.1 -0.1 -0.1
-0.7 0.3 -0.1
0.3 0.2 0.0
-0.1 0.4 0.2
-0.3 -0.1 0.0
-1.0 0.1 -0.3

The energy above the lowest of the compared OMol25 structures with the same formula, charge and spin is 2.6798 eV. The HOMO energy comes out at -3.43 eV. The multiplicity is 1. The LUMO energy is 1.27 eV. As for the charge: -1. Its HOMO-LUMO gap is 4.695 eV. The calculated total energy comes out at -2241.81509 a.u.


# 2
The molecule C9H6ClNO3. Source: the OMol25 dataset; level of theory: ωB97M-V with the def2-TZVPD basis set.

Each line ends with the natural charge from an NBO analysis.
Cartesian coordinates (Å):
C (-0.16894, -0.72911, 0.35148)  -0.101
H (-2.06631, -0.75355, -0.65084)  0.206
H (-1.68835, 1.40813, -1.74905)  0.212
O (2.20442, -3.95459, 1.05369)  -0.308
H (-1.62780, -2.35705, 0.56571)  0.239
O (2.09803, -2.28170, 2.46257)  -0.365
C (0.95928, -0.05232, 0.56173)  -0.191
C (0.20835, -3.07651, 1.39236)  -0.084
O (0.27106, -5.44470, 1.64533)  -0.476
H (2.07181, 1.70478, 0.15775)  0.220
H (1.73297, -0.53650, 1.17143)  0.239
C (-0.58424, -2.11218, 0.80065)  -0.059
C (-0.96872, 1.02461, -1.14652)  -0.210
H (0.42815, 2.69399, -1.29971)  0.223
C (1.17573, 1.10815, -0.12633)  -0.196
Cl (-2.05505, -4.46637, 1.89112)  0.043
C (-0.40020, -4.40658, 1.63463)  0.429
C (-1.18523, -0.17392, -0.54588)  -0.158
N (1.63898, -3.06453, 1.65712)  0.518
C (0.19823, 1.69343, -0.91424)  -0.180

Force components x, y, z for each atom (eV/Å):
-4.9 -2.1 -1.9
-0.8 -0.2 -0.4
-2.0 1.2 -1.8
0.8 1.0 0.3
0.7 -0.1 0.3
0.2 -0.1 -0.1
2.5 -1.0 0.7
-3.0 1.3 -0.9
-2.1 2.5 0.3
-0.6 -0.6 -0.6
-0.3 0.7 -0.1
2.6 0.5 1.0
0.6 -0.9 0.9
-0.4 -0.5 -0.1
1.0 2.2 0.9
-1.8 0.0 0.3
3.9 -3.2 -0.3
2.2 -1.0 2.0
-0.4 -0.7 -0.7
1.8 0.8 0.2

The energy above the lowest of the compared OMol25 structures with the same formula, charge and spin is 0.0000 eV. The HOMO energy comes out at -9.56 eV. The multiplicity is 1. The LUMO energy is -1.14 eV. Its structure (SMILES) is O=C(Cl)/C(=C/c1ccccc1)[N+](=O)[O-]. Its HOMO-LUMO gap is 8.413 eV. The calculated total energy comes out at -1087.07650 a.u.


# 3
A structure of composition C9H6F6GdN2O15P2S2. Source: the OMol25 dataset; level of theory: ωB97M-V with the def2-TZVPD basis set.

Each line ends with the Löwdin spin population.
Cartesian coordinates (Å):
O (1.86273, 1.66160, -3.51471)  0.000
O (-2.17296, 2.31865, -1.78913)  0.001
O (-1.71671, 1.65887, 0.51514)  -0.010
O (-4.04941, -0.89015, 0.98195)  0.000
H (-2.95905, -0.69371, -0.55063)  0.000
C (-0.32139, -2.44009, 1.14156)  -0.001
F (0.45263, 2.78400, 1.27612)  0.000
P (-2.90712, 1.46393, -0.63199)  0.001
C (1.69477, 3.07895, 0.88777)  0.000
C (-2.30239, -1.98201, 2.18207)  0.000
C (-3.63246, -1.35444, 2.01876)  0.000
O (3.73299, 1.43632, 1.13382)  0.003
C (3.80698, 0.04413, -2.89710)  0.000
O (1.42018, -0.17434, -1.95942)  -0.003
O (-0.52676, 3.45565, -3.34208)  0.002
H (-0.13224, 0.88885, -3.92074)  0.000
F (4.14553, -0.86725, -1.98398)  0.000
Gd (-0.23593, 0.16842, -0.57329)  6.813
O (1.61261, -2.68673, -0.25076)  0.006
F (1.65756, 4.04458, -0.02001)  0.000
O (-4.37077, -1.34251, 3.13346)  0.000
C (-1.84562, -2.46714, 3.40451)  0.001
O (0.33348, 2.08347, -1.29589)  0.015
O (-0.78261, 0.87194, -3.21053)  -0.003
O (-2.51697, -0.06135, -1.16329)  0.003
H (1.24594, -3.29751, 2.31876)  0.000
S (2.56217, 1.48557, 0.32098)  0.001
F (4.86416, 0.85130, -3.05901)  0.000
O (-1.34113, 0.43030, 1.19166)  0.134
C (-0.55899, -2.98250, 3.46172)  0.000
F (3.64964, -0.60628, -4.06025)  0.000
P (-0.63775, 2.31588, -2.44629)  0.001
F (2.30848, 3.59770, 1.96282)  0.000
S (2.23089, 0.94975, -2.33433)  0.000
C (0.43924, -2.34572, -0.20797)  -0.002
H (-2.48729, -2.44539, 4.27176)  0.000
C (0.22645, -2.94715, 2.32223)  0.001
H (-0.18485, -3.40184, 4.38602)  0.000
O (1.58080, 0.45019, 0.58669)  0.006
N (-1.56956, -1.99669, 1.06972)  0.000
O (-0.30395, -1.92764, -1.14386)  0.031
H (-5.20157, -0.86967, 2.96217)  0.000
N (2.93027, 1.74005, -1.17444)  0.000

Force components x, y, z for each atom (eV/Å):
0.0 0.6 0.0
0.7 -0.1 -0.1
-0.3 0.3 0.5
-0.1 -0.2 0.2
0.2 -0.1 -0.1
-0.1 0.0 -0.2
0.3 0.1 -0.1
-1.0 0.3 -0.3
-0.5 0.4 0.4
0.6 -0.3 0.3
-0.5 0.3 -0.5
0.0 0.0 -0.1
0.2 -0.3 0.0
1.5 -0.8 -1.1
0.2 0.2 0.0
0.3 -0.2 -0.2
-0.2 0.1 0.2
-2.1 -2.3 0.3
-0.1 0.0 0.2
0.2 -0.3 -0.2
-0.1 0.0 0.5
-0.3 0.1 -0.3
-0.6 2.2 -1.2
-0.3 0.9 0.6
-1.0 0.4 0.1
0.1 0.0 -0.1
1.3 1.4 1.0
-0.3 0.3 0.1
-1.2 0.9 1.7
0.1 0.0 -0.2
-0.5 0.2 0.1
-1.7 0.8 -1.0
0.3 -0.4 -0.1
3.6 -1.1 -1.8
0.4 -1.9 0.7
0.0 0.0 0.0
0.0 0.1 0.0
0.1 0.1 0.0
1.2 0.0 1.0
-0.1 -0.5 0.6
0.0 -1.1 -0.9
0.2 -0.1 -0.2
-0.4 -0.1 0.1

The energy above the lowest of the compared OMol25 structures with the same formula, charge and spin is 6.4079 eV. The HOMO energy (alpha / beta) comes out at -6.86 / -6.81 eV. The multiplicity is 8. The LUMO energy (alpha / beta) is 1.89 / 0.02 eV. As for the charge: -1. Its HOMO-LUMO gap (alpha / beta) is 8.747 / 6.827 eV. The calculated total energy comes out at -4428.91263 a.u.


# 4
The molecule C9H6N2O3. Source: the OMol25 dataset; level of theory: ωB97M-V with the def2-TZVPD basis set.

Each line ends with the natural charge from an NBO analysis.
Cartesian coordinates (Å):
C (0.27686, 2.35877, 0.46758)  0.258
C (2.49487, -0.98157, -0.53581)  -0.183
H (2.58990, 2.29006, 0.81637)  0.246
C (-1.08487, 0.12716, -0.68830)  0.497
H (0.88303, -1.85376, -1.37456)  0.225
C (3.11942, 0.12286, 0.06830)  -0.214
C (0.98022, 1.25741, 0.04884)  -0.168
N (-3.09265, -0.84901, 0.26743)  0.454
H (4.20438, -0.06142, 0.20263)  0.232
N (-0.18114, 3.29544, 0.95283)  -0.279
O (-3.78160, -1.48873, 1.27247)  -0.525
H (-4.72536, -1.30693, 1.14213)  0.503
C (0.38813, 0.10079, -0.51210)  -0.075
H (-1.28624, -1.22814, 1.02225)  0.221
C (1.15050, -0.94499, -0.90295)  -0.191
C (-1.76799, -0.71703, 0.29704)  -0.235
O (-3.86314, -0.37185, -0.53384)  -0.384
O (-1.58351, 0.84474, -1.50609)  -0.472
H (2.92598, -1.92403, -0.84493)  0.221
C (2.35321, 1.33023, 0.34068)  -0.129

Force components x, y, z for each atom (eV/Å):
-1.7 2.1 1.0
-0.4 1.3 -0.2
1.0 -0.8 -0.2
-0.1 -0.5 0.5
-1.3 -0.4 -0.5
0.1 0.2 -0.3
2.1 -2.5 -0.6
-1.2 1.1 -0.4
-0.8 1.0 0.4
-0.1 0.0 -0.2
1.8 -1.2 1.6
0.2 0.4 -0.7
-0.4 1.5 0.1
1.4 -1.4 2.2
1.6 -0.4 1.0
-2.6 0.6 -1.8
0.1 0.5 -1.1
-0.7 0.4 -0.7
1.0 0.3 0.4
-0.1 -2.2 -0.6

The energy above the lowest of the compared OMol25 structures with the same formula, charge and spin is 3.2586 eV. The HOMO energy comes out at -9.80 eV. The multiplicity is 1. The LUMO energy is -0.57 eV. Its structure (SMILES) is N#Cc1ccccc1C(=O)/C=[N+](\[O-])O. Its HOMO-LUMO gap is 9.224 eV. The calculated total energy comes out at -681.62300 a.u.


Maximum force for the records above, in order: 3.173, 5.692, 4.197, 3.336 eV Å⁻¹